# C42H126O21

A 21-piece molecular cluster, C42H126O21 overall at a distorted geometry (wB97M-V/def2-TZVPD, the OMol25 dataset).

XYZ file:
```
189
Properties=species:S:1:pos:R:3:forces:R:3
C 3.8979 1.5596 2.0567 -0.7818 1.3512 -0.3838
C 3.3840 0.3501 2.7546 -1.4574 -1.2447 0.1151
O 3.9500 0.1634 4.0149 2.1394 0.1975 0.9812
H 3.5110 1.7030 1.0478 0.0844 -0.8011 -0.2385
H 4.9852 1.6021 1.9921 0.0048 -0.0864 0.2309
H 3.4895 2.4716 2.4921 0.4323 0.0046 0.5613
H 3.4909 -0.5270 2.1163 0.4018 -0.3012 -0.1272
H 2.3518 0.2895 3.0995 -0.9035 0.9937 -1.5624
H 3.3464 -0.3880 4.5180 0.2563 -0.1220 -0.2324
C -8.6306 5.0512 0.9735 0.3801 -0.4454 -0.1915
C -7.1179 4.9819 1.0652 0.9137 0.7689 0.4438
O -6.6915 3.8537 1.7939 -1.3554 -0.9868 0.5319
H -9.0285 6.0375 0.7345 0.4081 0.1034 -0.1938
H -9.0387 4.8086 1.9546 -0.1383 -0.4051 -0.1799
H -8.9136 4.3656 0.1748 -0.5892 -0.1702 0.3583
H -6.7793 5.8674 1.6032 0.1996 0.3945 -0.0634
H -6.6217 4.9596 0.0950 -0.2352 0.2603 -0.3563
H -5.7449 3.7066 1.8571 0.2494 0.3210 -0.4806
C 1.9923 -2.2855 -2.3706 0.3119 -0.2577 1.8409
C 0.6640 -2.6977 -1.7330 0.4238 0.0769 -0.5585
O -0.2729 -2.1071 -2.5686 -2.0646 0.9935 -0.8857
H 2.0674 -1.1984 -2.3483 -0.2875 0.0809 -0.1167
H 2.1719 -2.6083 -3.3961 -0.1100 -0.3247 0.2464
H 2.7482 -2.6076 -1.6544 0.6295 -0.3382 -0.5138
H 0.4828 -2.2992 -0.7347 0.7162 -0.0895 0.2775
H 0.3619 -3.7446 -1.7072 0.9992 -0.4934 0.2030
H -0.9522 -1.7612 -1.9852 -0.5535 0.1152 -0.4979
C -5.2206 -4.2945 -3.6731 0.5278 -0.7885 0.2756
C -3.7983 -4.1890 -3.0994 0.4294 1.1350 -1.2289
O -3.1606 -3.0898 -3.8279 -0.3079 -0.3868 0.7208
H -5.8148 -3.3807 -3.6770 0.4095 0.2270 0.3455
H -5.7953 -5.0517 -3.1396 -0.0450 -0.0654 0.0098
H -5.1371 -4.6032 -4.7151 -0.0103 -0.0530 0.0079
H -3.1288 -5.0185 -3.3272 -0.7340 -0.7625 -0.0248
H -3.6860 -4.0453 -2.0248 -0.5410 0.2958 0.1476
H -2.2448 -3.3711 -3.8885 0.2500 0.5283 -0.2355
C 2.6005 -6.4410 0.4127 0.4860 0.7830 -0.2307
C 3.6438 -5.4274 -0.1537 0.6005 -2.7973 -0.2990
O 3.9829 -5.9092 -1.5061 -0.8605 1.9972 0.0836
H 1.5952 -6.2357 0.0449 -0.0261 0.3674 0.2645
H 2.6623 -6.4343 1.5009 -0.3913 -0.0729 0.0458
H 2.7763 -7.4490 0.0371 0.5354 0.0287 0.1680
H 4.5648 -5.4334 0.4291 0.0723 -0.3538 0.2734
H 3.3402 -4.3858 -0.0485 -0.4012 -0.0379 -1.1141
H 4.5964 -6.6466 -1.5429 0.0378 0.1000 0.7837
C 1.2493 5.0619 -0.5803 -1.4610 -0.8644 1.3427
C 1.5603 6.4623 -0.1744 2.1096 0.4280 0.0158
O 2.0091 6.4981 1.2375 -1.1200 -0.1992 -1.0342
H 2.0947 4.3937 -0.4165 0.0233 0.0935 -0.2056
H 0.7351 4.8438 -1.5163 0.5695 0.6037 -0.3446
H 0.4742 4.7738 0.1298 -0.0391 -0.5713 0.3128
H 0.7814 7.1960 -0.3819 -0.1498 -0.1750 0.1845
H 2.4669 6.7389 -0.7125 -0.1193 0.5497 -0.3576
H 1.7391 7.3627 1.5554 0.1245 0.0319 0.2171
C -2.5380 -3.2589 4.3772 -0.3448 -0.6458 -0.1000
C -1.0835 -2.8793 4.6693 0.1519 -0.7784 0.5122
O -0.2335 -2.5752 3.5587 -1.2892 0.0787 -0.2909
H -3.0395 -2.7319 3.5655 0.1021 0.1411 0.1137
H -3.1586 -3.2623 5.2733 0.1416 1.1934 0.3582
H -2.6859 -4.3313 4.2498 0.6480 -0.2145 -1.0614
H -0.6666 -3.7932 5.0923 0.1853 0.0767 0.6126
H -1.0453 -2.0862 5.4160 0.0478 0.1101 -0.1257
H 0.4986 -2.0343 3.8637 0.2466 0.0954 0.2447
C -4.0634 -0.8970 0.8610 0.0170 0.4391 1.6200
C -3.8771 0.1882 2.0547 -1.2978 -1.1749 -1.8583
O -2.8251 1.0411 1.6496 0.1564 -0.1212 0.1368
H -4.9513 -1.5291 0.8728 -0.1473 -0.0880 1.0318
H -3.2000 -1.5557 0.9548 0.0605 -0.0407 -0.5782
H -4.2120 -0.4989 -0.1427 0.8302 0.7399 0.1068
H -3.6874 -0.2565 3.0316 0.5077 -0.4996 -0.1852
H -4.8178 0.7074 2.2377 -0.0426 0.4632 -0.4200
H -3.0677 1.9568 1.8052 -0.1602 0.2503 0.3343
C 4.8833 -3.0422 2.6218 -0.4967 0.8623 0.6132
C 6.0285 -3.9732 2.9292 -0.9644 -0.0692 -0.2383
O 5.5874 -4.9049 3.9611 0.9825 0.9094 -0.8638
H 3.9319 -3.5579 2.4911 0.1542 -0.2562 -0.6352
H 5.1131 -2.3192 1.8391 -0.0082 -0.4969 -0.5846
H 4.6368 -2.3401 3.4183 0.4250 -0.1723 0.6452
H 6.9221 -3.3878 3.1456 0.0726 -0.1064 0.7154
H 6.2854 -4.5254 2.0252 -0.0778 -0.2791 -0.1254
H 6.3159 -5.5297 3.9819 -0.1080 -0.3855 0.4359
C 6.6055 -1.7144 -1.1345 -1.1072 1.3060 0.0371
C 6.5974 -3.2011 -1.3400 -1.1650 0.0016 -0.4277
O 7.7933 -3.7093 -1.8295 1.3996 -0.7663 0.6616
H 7.0055 -1.3260 -0.1978 0.3104 -0.6094 0.2117
H 5.5631 -1.3963 -1.1162 -0.2726 0.1073 0.0532
H 7.0476 -1.0617 -1.8872 0.2288 -0.5243 -0.4887
H 5.8369 -3.6217 -1.9978 -0.6024 0.9543 -0.5578
H 6.1980 -3.6336 -0.4226 1.1689 -0.5033 0.5629
H 7.9879 -3.2529 -2.6513 -0.0337 0.0093 -0.0123
C 0.8143 0.9619 0.4645 0.8601 -1.4293 0.7563
C -0.3651 0.4773 -0.3188 0.2867 1.3835 0.1096
O -1.1950 1.5991 -0.5251 -0.8123 -0.2008 -0.6075
H 0.6044 1.3022 1.4785 -0.5901 0.0896 -0.1297
H 1.4854 1.7045 0.0327 -0.2251 -0.2483 -0.5197
H 1.2909 -0.0069 0.6146 1.2306 0.1196 0.2075
H -0.8466 -0.3122 0.2582 -0.3282 -0.0196 0.0728
H -0.0526 0.0478 -1.2706 0.0769 0.1323 -0.1854
H -1.9922 1.3830 -0.0359 -0.3877 0.2101 0.1829
C -1.4220 -5.9638 0.7588 -0.0558 -0.3226 -0.1605
C -0.6979 -4.9040 1.5627 0.6296 -0.8987 0.2689
O -1.0890 -3.6319 1.2194 -1.2174 1.3787 -0.9403
H -1.2150 -6.9723 1.1170 0.1497 0.0127 0.2021
H -1.1289 -5.9674 -0.2910 0.0942 0.2459 -0.0845
H -2.5050 -5.8423 0.7815 -0.0212 0.2119 0.1519
H 0.3795 -4.9323 1.4001 0.2571 -0.6399 0.0537
H -0.8575 -5.0113 2.6356 -0.0511 -0.5576 0.1490
H -1.0189 -3.1317 2.0357 0.2655 0.6467 0.0031
C -0.6174 2.3462 5.1097 1.1145 1.5435 -0.2003
C 0.2486 2.9238 3.9099 0.0383 -1.2099 0.9317
O 1.2725 3.8368 4.3924 -1.1458 -0.6683 0.0402
H 0.0443 1.8375 5.8108 0.2111 -0.0157 -0.0620
H -1.4402 1.6578 4.9168 0.0986 0.2221 -0.6852
H -0.9798 3.2234 5.6456 -0.3390 -0.0993 0.1388
H -0.3444 3.3642 3.1084 -0.1884 0.1496 0.2020
H 0.7520 2.0511 3.4939 0.1615 0.0291 -0.3208
H 1.4185 4.5002 3.7141 0.0197 0.0668 -0.1198
C 1.3174 -1.5976 7.3472 0.3043 -0.1579 0.7881
C 2.2044 -0.9483 6.2276 -1.4485 -0.4385 1.9482
O 2.0564 -1.7176 5.0467 -0.0824 0.2975 -0.4198
H 1.4427 -1.1967 8.3531 0.5057 0.5111 -0.1073
H 1.4953 -2.6591 7.5195 0.6539 -0.2171 -0.4296
H 0.2305 -1.6099 7.2657 -0.0178 0.6403 -0.9582
H 3.2657 -0.9125 6.4734 -0.0091 -0.0793 0.4915
H 1.8874 0.0856 6.0914 -0.1149 -0.1072 -0.4912
H 2.4006 -2.5735 5.3124 0.0521 -0.4269 -0.4450
C 0.9320 0.9893 -4.5436 -0.7436 0.3371 0.6407
C 0.4208 0.7808 -6.0032 2.3072 0.0596 2.1015
O 1.2170 -0.2457 -6.5875 -0.4511 0.2959 -0.4849
H 0.6527 0.1817 -3.8668 -0.3112 -0.0949 -0.0369
H 0.5359 1.9251 -4.1494 -0.6363 -0.0191 0.1596
H 1.9906 1.1492 -4.3389 0.3925 -0.3264 -1.0487
H 0.6885 1.7484 -6.4279 -0.6530 -0.2843 -0.9367
H -0.6309 0.4953 -5.9790 -0.0555 0.5205 -0.2747
H 0.8566 -1.0471 -6.2009 0.0925 -0.6180 -0.0658
C 4.5362 3.7838 4.8553 1.1173 0.4630 0.6575
C 6.0134 3.3667 4.8285 -0.9222 1.0577 -0.5383
O 6.1583 1.9855 4.7935 0.4475 -0.5318 -0.0167
H 4.0313 3.7457 3.8901 0.0280 -0.5413 0.3048
H 4.5433 4.8421 5.1162 -0.3246 0.0864 0.3082
H 4.1146 3.1821 5.6605 -0.7604 0.2085 -0.2853
H 6.5191 3.7561 5.7121 0.0575 -0.1151 0.0438
H 6.4279 3.8685 3.9542 0.6141 -0.0918 -0.2165
H 5.4220 1.6387 4.2844 -0.1586 -0.4835 0.0561
C -7.2607 2.0027 -1.8120 0.2243 -1.2945 -0.2800
C -6.5434 0.6689 -2.1623 0.3186 0.4507 -0.4550
O -6.9693 0.1089 -3.4283 -0.4026 0.5470 0.6401
H -8.3426 1.8719 -1.8353 -0.0159 0.0471 -0.1929
H -6.9472 2.7861 -2.5019 -0.1371 0.0098 0.0486
H -7.0068 2.2682 -0.7858 0.1531 0.1104 0.0152
H -6.6338 -0.0700 -1.3660 -0.3983 -0.0592 0.0851
H -5.4749 0.8673 -2.2465 0.2080 0.1942 0.0956
H -6.2477 -0.4001 -3.8050 0.0802 -0.0468 0.1333
C 1.0997 -4.2061 -6.8585 0.5338 -0.5103 0.0563
C 0.5337 -4.0885 -5.4562 0.5166 -1.3739 -1.6066
O -0.0501 -2.8481 -5.3488 -0.5008 1.1492 0.5544
H 1.5250 -5.2032 -6.9715 0.2264 -0.0469 -0.0497
H 1.8854 -3.4693 -7.0258 -0.0584 0.0436 -0.1107
H 0.3381 -4.1308 -7.6347 -0.1262 0.3009 0.1827
H 1.3077 -4.2641 -4.7091 0.1500 0.0557 0.1035
H -0.1886 -4.9022 -5.3898 -0.3853 -0.1197 0.4718
H -0.0820 -2.6672 -4.4066 -0.3841 0.7200 0.4589
C 2.8082 4.8670 -3.8762 -0.5303 1.5840 -0.1870
C 3.2988 6.3627 -4.0971 -1.1889 -1.8013 -0.2580
O 2.6524 6.7915 -5.3077 0.1231 -0.3670 0.0638
H 2.8009 4.3895 -4.8561 0.4907 -0.3058 0.2064
H 1.7629 4.8644 -3.5671 -0.1054 0.2157 -0.0542
H 3.3228 4.3310 -3.0788 0.4209 0.0185 -0.3511
H 4.3851 6.3110 -4.1696 0.0283 0.5380 -0.0302
H 2.9155 6.9895 -3.2919 0.5300 0.0649 0.2532
H 3.0748 7.5457 -5.7251 0.2430 0.0332 0.3098
C -3.8863 3.4641 -0.6036 0.3897 0.5105 0.9262
C -3.3738 4.2767 0.6429 -0.0977 -1.6417 -1.8183
O -3.8528 3.7445 1.9024 -0.4194 1.0098 -0.6422
H -3.2660 3.7818 -1.4416 -0.0079 -0.1942 -0.0975
H -4.9251 3.6881 -0.8463 -0.0239 0.1221 0.1708
H -3.8096 2.3830 -0.4880 0.1779 0.0840 0.0742
H -3.7156 5.2905 0.4343 0.1579 0.2050 0.6194
H -2.2880 4.2073 0.7089 0.0530 0.2886 -0.3498
H -4.0623 4.5767 2.3327 -0.0524 -0.2671 1.0310
C -5.1978 2.7942 -4.9904 0.1216 -0.2604 0.2750
C -3.9630 2.3265 -5.7268 -0.3166 -0.1814 0.1003
O -3.0414 1.6362 -4.8569 -0.3659 0.6013 -0.4769
H -5.7049 1.9437 -4.5347 -0.0854 0.1333 0.1547
H -5.9058 3.2836 -5.6592 0.0575 0.0791 -0.0695
H -4.8623 3.5027 -4.2331 -0.2866 0.0070 0.2023
H -3.5203 3.2291 -6.1481 0.6337 -0.3316 -0.0714
H -4.2589 1.6516 -6.5299 0.1309 0.0855 -0.2650
H -3.2776 0.7077 -4.9180 0.1421 -0.1260 0.1487
```
Positions in Å, forces in eV/Å.

## Properties
strongest force on any atom: 3.12 eV/A
spin multiplicity: 1
HOMO energy: -9.17 eV
Kohn-Sham gap: 9.386 eV
energy relative to the best compared isomer or geometry (same formula, charge and spin): 6.106 eV